1.
Density functional theory data (ωB97M-V/def2-TZVPD) for a molecular structure, C41H63Cl16F9IN3O8PS2 in a non-equilibrium geometry.

Geometry as XYZ:
```
144
Properties=species:S:1:pos:R:3:forces:R:3
C -2.73761 0.84286 5.34350 -0.1 0.0 0.5
C -1.18839 0.79395 5.91749 -0.5 1.0 -0.6
C -0.36998 1.99943 5.09843 -0.6 0.5 1.8
C 1.09527 2.21865 5.79910 0.1 -0.7 0.4
C 2.38146 2.03197 4.79736 1.6 0.4 2.0
N 2.14616 2.45805 3.36513 0.9 -2.6 -2.8
C 1.58236 3.84082 3.01104 -1.1 0.8 0.2
C 2.69623 4.87410 2.39334 6.7 -0.8 0.4
O 4.02129 4.79833 2.53991 -9.2 0.0 -0.7
I 1.87308 6.53038 1.14446 0.5 -1.4 1.1
C 2.45256 1.61314 2.32737 -1.2 0.2 -1.4
N 2.27333 2.02743 0.88378 0.9 0.8 2.1
C 1.09111 1.47215 0.12163 -0.7 -1.8 -2.1
O -0.12164 1.25132 0.93515 -0.3 -0.8 -2.1
C -1.15100 0.55044 0.10033 -3.5 -2.6 -2.9
C -2.45131 1.34304 -0.57868 -0.8 -4.6 0.7
C -3.60341 0.55444 -1.49954 2.7 -2.7 1.3
C -3.51197 -1.06018 -1.82993 3.9 2.1 3.3
C -2.22707 -1.86631 -1.16200 -0.6 3.8 0.4
C -1.07543 -1.07855 -0.24797 -2.5 1.5 -1.2
C 3.66658 1.73517 0.31298 0.7 1.8 2.4
P 3.81806 1.45377 -1.57933 0.5 0.6 -4.1
O 2.78431 2.56434 -2.47740 1.6 0.7 3.8
O 5.47511 1.95939 -1.96366 -1.8 -1.8 0.9
C 4.02298 0.31403 1.12010 -2.0 -0.3 -1.1
S 3.95194 -0.92241 -0.28469 0.1 -2.4 1.5
S 5.85187 0.30983 1.67382 3.1 9.1 -1.6
O 5.99645 1.62451 2.53611 -1.3 -5.5 -2.1
O 6.73390 0.52679 0.42510 -3.2 -2.5 3.7
C 6.30646 -1.14023 2.75573 -0.4 -0.9 4.5
F 6.73264 -0.55513 4.08313 -1.4 -1.9 -4.6
F 5.05574 -1.88929 3.04556 3.9 1.8 -1.1
C 7.56391 -2.05226 2.24853 3.4 0.5 1.3
F 8.07455 -2.77211 3.47582 -2.0 2.0 -4.4
F 8.73100 -1.18736 1.82971 -4.3 -2.6 1.4
C 7.26772 -3.04690 0.98750 2.1 -1.2 -2.5
F 8.57670 -3.74186 0.69026 -4.4 2.4 1.2
F 6.88616 -2.37020 -0.27886 1.1 -1.9 4.5
C 6.17741 -4.23571 1.24744 -1.9 -4.0 -1.0
F 4.76368 -3.86381 0.88794 5.1 -1.0 1.6
F 6.20174 -4.84853 2.59297 -0.1 2.7 -4.7
F 6.53173 -5.34526 0.28454 -1.3 3.9 3.4
N 3.04363 0.22282 2.27273 0.4 1.7 -0.1
C 2.10279 -0.95958 2.31546 -1.4 -2.1 1.1
C 1.42537 -1.21453 3.82284 0.9 -0.3 -0.4
O 1.03569 -2.66401 3.81169 -2.4 1.6 1.3
C -0.21521 -2.87361 4.55681 -0.5 -1.8 5.6
C -1.64281 -2.68840 3.74921 1.4 -0.7 0.4
O -0.19122 -3.25134 5.84535 0.2 2.5 -8.4
H -3.32863 1.66926 5.95460 1.2 -1.8 -1.3
H -3.28445 -0.18525 5.50261 1.1 2.1 -0.4
H -2.78920 1.14749 4.20656 0.2 -0.8 2.2
H -0.66179 -0.24418 5.79475 -1.1 1.9 0.1
H -1.21727 1.04796 7.07970 0.2 -0.5 -2.6
H -0.99842 2.98805 5.32716 1.3 -2.1 -0.8
H -0.35132 1.82718 3.94123 0.0 0.2 2.2
H 1.19071 3.24515 6.40141 -0.3 -2.2 -1.6
H 1.19612 1.37167 6.63198 0.0 1.8 -1.8
H 2.87047 0.94704 4.83536 -1.4 2.4 -0.5
H 3.23223 2.75576 5.21918 -1.7 -1.5 -1.1
H 1.16175 4.35898 3.99995 1.1 -1.3 -2.0
H 0.64545 3.68849 2.29161 2.3 0.5 1.4
H 0.80755 2.15938 -0.78687 0.8 -1.1 1.9
H 1.38234 0.41258 -0.33390 -0.5 2.2 0.8
H -2.58781 2.51260 -0.40788 -0.6 -3.8 0.8
H -4.52671 1.13301 -1.94180 2.2 -1.0 1.1
H -4.28804 -1.67359 -2.45636 1.6 1.6 1.3
H -2.12493 -3.04043 -1.34102 -0.1 2.9 0.5
H -0.19237 -1.77175 0.13649 -2.0 1.7 -0.8
H 4.42089 2.58630 0.63582 -1.6 -1.6 -0.3
H 2.65619 3.38136 -1.90291 0.2 -0.9 -1.4
H 5.99586 1.10897 -2.17759 -1.3 1.8 0.5
H 2.63463 -1.38662 -0.42651 1.1 0.9 0.6
H 1.19857 -0.90684 1.57486 1.7 0.3 1.3
H 2.66196 -1.98573 2.07112 -0.8 2.6 0.6
H 2.23065 -1.13126 4.69260 -1.8 0.2 -1.9
H 0.49905 -0.51468 3.96866 1.8 -1.3 -0.1
H -1.54439 -1.75119 3.05416 -0.4 -1.8 1.3
H -2.48764 -2.61846 4.55586 1.8 0.0 -1.7
H -1.78509 -3.68710 3.11246 0.3 2.3 1.3
Cl -0.61415 4.15342 -4.85467 -0.2 0.4 0.7
C -0.97855 5.19613 -3.45698 0.3 0.2 0.1
C -0.54579 4.56563 -2.14252 0.2 0.6 -0.5
Cl -1.53572 3.14653 -1.71930 2.0 2.5 -2.0
H -2.05103 5.41333 -3.46580 0.5 -0.1 0.1
H -0.43964 6.13511 -3.61394 0.0 -0.1 0.1
H -0.66249 5.28683 -1.32818 -0.1 -0.1 -0.1
H 0.50231 4.25190 -2.17161 -0.2 0.0 -0.1
Cl -2.94746 0.77263 -4.88220 0.1 0.0 0.2
C -3.05981 0.93551 -6.65263 0.0 0.1 -0.4
C -1.70203 0.81633 -7.32706 -0.2 -0.3 -0.1
Cl -0.64844 2.20699 -6.96804 0.1 -0.4 -0.5
H -3.53771 1.89430 -6.87580 0.2 -0.2 0.1
H -3.71994 0.13639 -7.00245 0.2 0.1 0.0
H -1.82794 0.78713 -8.41343 -0.1 0.1 0.2
H -1.17819 -0.09443 -7.02062 -0.1 0.2 0.0
Cl -3.23337 3.99728 -9.06369 -0.1 -0.2 0.0
C -4.58928 3.74384 -10.19101 -0.3 -0.1 -0.1
C -5.78709 3.09839 -9.51185 -0.1 0.3 -0.2
Cl -5.46747 1.40842 -9.04845 0.0 -0.1 0.0
H -4.22659 3.13931 -11.02796 -0.1 0.1 0.2
H -4.86738 4.72868 -10.57764 -0.1 -0.2 0.2
H -6.63926 3.08245 -10.19775 0.2 0.0 0.0
H -6.08440 3.64656 -8.61246 0.3 -0.5 -0.6
Cl -2.13589 -7.48924 8.32922 -0.1 0.0 -0.1
C -0.44467 -7.60161 7.78087 0.4 0.0 -0.1
C -0.09441 -6.51634 6.77482 0.1 0.1 0.4
Cl -0.92677 -6.74921 5.21730 -0.1 0.0 -0.1
H -0.28813 -8.60179 7.36539 -0.1 0.2 0.1
H 0.18365 -7.50031 8.67063 -0.1 0.0 -0.2
H 0.97926 -6.53598 6.56563 -0.2 -0.1 0.1
H -0.34971 -5.52064 7.15059 0.0 -0.2 -0.1
Cl 0.05916 -4.31020 -3.05612 0.0 0.1 0.1
C 0.12486 -6.02111 -2.56415 0.0 -0.4 0.1
C -1.23746 -6.54975 -2.14315 0.1 -0.2 -0.3
Cl -1.79791 -5.82388 -0.61610 0.0 0.1 0.0
H 0.85983 -6.11492 -1.75885 -0.2 0.1 -0.1
H 0.49159 -6.58446 -3.42721 -0.2 0.1 0.1
H -1.18226 -7.62989 -1.97833 0.1 0.2 0.0
H -1.99723 -6.36062 -2.90785 0.2 0.1 0.2
Cl -4.07159 5.68048 -4.63998 -0.3 -0.1 -0.2
C -4.68473 6.82720 -5.85762 -0.1 0.3 -0.3
C -6.15110 6.58920 -6.18277 0.0 0.3 0.2
Cl -6.40567 5.06055 -7.06102 -0.1 0.4 0.5
H -4.05577 6.74428 -6.74925 -0.1 -0.1 0.2
H -4.55450 7.83035 -5.44112 -0.1 -0.2 0.0
H -6.52351 7.39039 -6.82798 0.2 -0.1 0.1
H -6.76632 6.56731 -5.27788 0.2 -0.1 -0.2
Cl 0.00747 -9.83615 10.58644 0.1 0.0 0.0
C -1.60180 -10.54646 10.30491 -0.4 -0.1 0.0
C -2.16421 -11.20636 11.55425 -0.1 0.2 -0.1
Cl -1.26500 -12.67785 12.00037 0.0 0.0 0.0
H -1.51931 -11.25670 9.47652 0.1 0.1 0.3
H -2.25719 -9.72950 9.98904 0.1 -0.1 0.1
H -3.20071 -11.50986 11.37974 0.2 0.1 -0.1
H -2.14857 -10.52603 12.41140 0.1 -0.1 -0.2
Cl -3.44622 6.47255 -11.67648 0.1 0.2 -0.1
C -1.97511 7.47723 -11.67590 0.4 0.2 0.0
C -0.76834 6.72721 -11.13384 0.0 0.1 -0.2
Cl -0.90646 6.40344 -9.38771 0.1 0.1 0.0
H -2.18163 8.38145 -11.09521 0.0 -0.3 0.0
H -1.79366 7.77285 -12.71340 0.0 -0.1 0.2
H 0.13573 7.32722 -11.27367 -0.2 0.0 0.0
H -0.62459 5.77080 -11.64609 -0.1 0.2 0.2
```
Forces are in eV/Å.

Output
charge = +1
HOMO = -10.38 eV
E = -328233.0331 eV
ΔE to the lowest compared entry with this formula, charge and spin = 2572.12 kJ/mol


2.
Density functional theory data (ωB97M-V/def2-TZVPD) for a molecular structure, C7H13N in a non-equilibrium geometry.

Geometry as XYZ:
```
21
Properties=species:S:1:pos:R:3:forces:R:3
C 0.06020 -0.42507 0.10317 0.2 3.9 5.3
C -0.15991 1.11911 1.41537 1.0 -2.7 -1.1
C 1.54428 -0.61570 -0.08898 -0.2 -0.1 0.0
C -0.02516 0.47275 2.76988 0.0 0.3 0.3
C -0.68352 0.18376 -0.88397 -0.2 -4.0 -5.3
C -0.71290 -1.49586 -2.06959 -1.1 2.8 0.3
C -1.13777 1.24249 -1.50164 -0.3 0.1 0.2
N -0.12293 -1.70137 -3.15632 0.6 -0.3 0.4
H -0.44471 -1.22766 0.63666 0.0 -0.1 -0.1
H 0.63830 -1.04298 -3.34806 -0.4 0.2 0.0
H -1.53548 -2.17207 -1.79757 0.2 0.0 0.3
H -1.11256 1.62676 1.28420 0.0 -0.3 -0.3
H 0.66804 1.77263 1.15119 0.0 0.0 0.0
H 1.98065 0.21688 -0.63797 0.0 0.0 0.0
H 1.72851 -1.54113 -0.63618 0.1 0.0 -0.1
H 2.04113 -0.68821 0.87843 0.0 -0.1 0.0
H -1.21769 2.20211 -1.01179 0.2 0.2 0.1
H -1.53074 1.16125 -2.50696 0.0 0.0 0.1
H -0.85881 -0.20512 2.96647 0.0 0.0 0.0
H 0.90137 -0.09854 2.85777 0.0 0.0 0.0
H -0.02028 1.21596 3.57589 0.0 -0.1 0.0
```
Forces are in eV/Å.

Output
HOMO = -7.41 eV
E = -8954.8435 eV
ΔE to the lowest compared entry with this formula, charge and spin = 491.04 kJ/mol


3.
Density functional theory data (ωB97M-V/def2-TZVPD) for a molecular structure, C33H47N8O4PS4Ta.

Geometry as XYZ:
```
98
Properties=species:S:1:pos:R:3:forces:R:3
Ta -0.29457 0.44349 -0.35062 -0.6 -0.4 -0.3
C -2.14252 2.17641 -1.92658 0.1 0.0 0.0
C -3.22515 1.23160 -1.45109 0.0 0.0 0.0
N -2.60750 0.11841 -0.67196 -0.1 0.0 -0.1
C -3.42436 -0.27373 0.51122 0.0 0.0 0.0
C -3.37833 0.79703 1.58073 0.1 0.0 -0.1
S -1.62931 1.18183 1.86919 0.0 0.1 0.1
C -1.54368 2.96824 1.65456 0.1 0.0 0.0
C -1.89541 3.36507 0.23970 0.0 -0.1 0.0
N -1.22868 2.48522 -0.77913 0.0 0.1 0.0
H -2.56121 3.09521 -2.33746 0.0 0.0 0.0
H -1.54827 1.70584 -2.71538 0.0 0.0 0.0
H -3.77016 0.81728 -2.29932 0.0 0.0 0.0
H -3.95001 1.75405 -0.83081 0.0 0.0 0.0
H -2.68037 -0.69035 -1.30245 0.1 0.0 0.0
H -3.00715 -1.21396 0.87657 0.0 0.0 0.0
H -4.45008 -0.47411 0.19322 0.0 0.0 0.0
H -3.79788 0.42829 2.51516 0.0 0.0 0.0
H -3.91664 1.70541 1.31383 0.0 0.0 0.0
H -0.51672 3.22799 1.90609 0.0 0.0 0.0
H -2.20116 3.45435 2.37483 0.0 0.0 0.0
H -1.60220 4.39796 0.04846 0.0 0.0 0.0
H -2.97102 3.30921 0.08884 0.0 0.0 0.0
H -0.45184 3.04133 -1.12801 0.0 0.0 0.0
N 0.41842 -1.06758 7.47706 0.0 0.0 0.0
C 0.62778 -0.89444 6.16462 0.0 0.0 0.0
C -0.37621 -1.22301 5.22249 0.0 0.0 0.0
C -0.16569 -1.03507 3.88376 -0.1 0.0 0.0
C 1.05674 -0.51151 3.44069 0.1 0.1 -0.2
C 2.08303 -0.22230 4.35651 0.0 0.0 0.0
C 1.86628 -0.39786 5.69383 0.0 0.0 0.0
S 1.41250 -0.37292 1.77941 0.1 0.0 0.3
O 0.20160 -0.97366 1.05297 -0.3 -0.3 -0.1
O 2.70341 -0.85649 1.45582 0.0 -0.1 0.0
N 1.11524 1.07811 1.05993 0.2 0.3 -0.1
C 1.89206 2.20543 1.29894 0.2 0.3 0.2
N 2.82321 2.11501 2.23635 -0.1 -0.1 0.0
C 3.55679 3.20424 2.45060 0.0 0.0 0.0
C 3.35798 4.37792 1.73866 0.0 0.0 0.0
C 2.34898 4.35941 0.79736 0.0 0.1 0.0
N 1.59817 3.27596 0.56325 -0.1 -0.1 0.0
H -0.44093 -1.45506 7.82463 0.0 0.0 0.0
H 1.14043 -0.87590 8.14989 0.0 0.0 0.0
H -1.30700 -1.65452 5.56738 0.0 0.0 0.0
H -0.91828 -1.34292 3.17021 0.0 0.0 0.0
H 3.03829 0.13364 3.99777 0.0 0.0 0.0
H 2.65387 -0.17747 6.40232 0.0 0.0 0.0
H 4.32086 3.12872 3.21507 0.0 0.0 0.0
H 3.95390 5.26043 1.91534 0.0 0.0 0.0
H 2.12491 5.24197 0.20766 0.0 0.0 0.0
S -1.75979 -3.47968 0.23984 0.1 0.1 0.0
C -2.49342 -4.41201 1.40723 0.0 0.0 0.0
N -2.54473 -5.73438 1.43559 -0.1 0.0 0.0
C -3.06840 -6.36590 2.64604 0.0 0.0 0.0
C -4.02512 -5.34579 3.24893 0.0 0.0 0.0
S -3.29492 -3.73470 2.80743 0.0 0.0 0.0
H -2.09687 -6.26419 0.70259 0.0 0.0 0.0
H -2.24374 -6.58535 3.32786 0.0 0.0 0.0
H -3.57743 -7.29428 2.39653 0.0 0.0 0.0
H -4.10069 -5.43878 4.32842 0.0 0.0 0.0
H -5.01743 -5.40659 2.80695 0.0 0.0 0.0
C 0.14373 4.04242 -3.42264 0.0 0.0 0.0
C 1.32198 3.42316 -2.66379 0.1 0.0 -0.1
P 1.37072 1.62331 -2.25178 0.0 0.2 0.1
C 1.15957 0.84084 -3.90603 -0.1 0.0 0.1
C 2.41471 0.80623 -4.77764 0.0 0.0 0.0
C 3.11189 1.35778 -1.71373 0.0 -0.1 0.0
C 4.13578 2.41412 -2.11963 0.0 0.0 0.0
H 0.49489 4.91745 -3.96650 0.0 0.0 0.0
H -0.64703 4.39917 -2.76212 0.0 0.0 0.0
H -0.30021 3.37419 -4.15963 0.0 0.0 0.0
H 1.53528 3.96970 -1.74543 0.0 0.0 0.0
H 2.22128 3.53450 -3.27465 0.0 0.0 0.0
H 0.38554 1.42720 -4.40761 0.0 0.0 0.0
H 0.74224 -0.15800 -3.79624 0.1 0.0 0.0
H 2.78009 1.80717 -5.00443 0.0 0.0 0.0
H 2.17540 0.32716 -5.72615 0.0 0.0 0.0
H 3.22157 0.23939 -4.31584 0.0 0.0 0.0
H 3.38710 0.37972 -2.10625 0.0 0.0 0.0
H 3.10795 1.22828 -0.63252 0.0 0.0 0.0
H 4.18470 2.56485 -3.19689 0.0 0.0 0.0
H 5.12132 2.08030 -1.79686 0.0 0.0 0.0
H 3.94594 3.37665 -1.64478 0.0 0.0 0.0
O 1.52313 -0.80378 -1.13568 0.0 -0.1 0.0
C 0.73923 -1.52217 -1.78644 0.1 0.0 0.0
N -0.54524 -1.06902 -1.76739 0.1 0.1 0.0
C -1.33480 -1.93587 -2.58758 -0.2 0.0 -0.1
O -2.50685 -1.75962 -2.78769 0.1 0.0 0.0
C -0.40531 -2.96649 -3.11053 0.1 0.0 0.0
C -0.65043 -4.03100 -3.94744 0.0 0.0 0.0
C 0.43716 -4.84631 -4.26540 0.0 0.0 0.0
C 1.71028 -4.59928 -3.75841 0.0 0.0 0.0
C 1.95617 -3.52203 -2.91124 0.0 0.0 0.0
C 0.87835 -2.71335 -2.60540 -0.1 -0.1 0.0
H -1.64026 -4.22863 -4.33562 0.0 0.0 0.0
H 0.29046 -5.69419 -4.92105 0.0 0.0 0.0
H 2.52176 -5.26078 -4.02949 0.0 0.0 0.0
H 2.94241 -3.33362 -2.50897 0.0 0.0 0.0
```
Forces are in eV/Å.

Output
charge = +3
HOMO = -14.97 eV
E = -109257.5079 eV
ΔE to the lowest compared entry with this formula, charge and spin = 45.97 kJ/mol


4.
Density functional theory data (ωB97M-V/def2-TZVPD) for C4H9NO2 in the gas phase in a non-equilibrium geometry.

Geometry as XYZ:
```
16
Properties=species:S:1:pos:R:3:forces:R:3
N 1.38180 0.35543 1.41689 0.2 0.3 -0.1
C 1.49609 -0.92813 1.00133 -0.1 -0.1 -0.2
O 2.34963 -1.69140 1.44341 -0.8 0.3 -0.5
C 0.43701 -1.38913 0.01221 -2.8 1.4 0.3
C -1.14090 -0.45178 -0.21982 0.3 -0.4 1.0
C -1.17115 0.86300 -1.06359 0.1 -0.6 0.2
O -0.32884 1.82223 -0.44121 0.2 0.3 -0.1
H 2.13991 0.71452 1.97878 -0.1 -0.1 -0.1
H 0.84353 0.99951 0.85070 0.0 0.0 0.2
H 0.27605 -0.98167 -0.95808 2.7 -0.9 -1.7
H 0.21958 -2.44408 0.19667 -0.1 0.4 -0.6
H -1.84525 -1.14041 -0.71963 0.5 0.0 0.5
H -1.44933 -0.23301 0.78641 -0.6 0.2 0.3
H -0.88536 0.72611 -2.12403 0.1 -0.3 0.4
H -2.21200 1.25335 -1.09634 0.4 -0.4 0.2
H -0.11076 2.52546 -1.06368 -0.1 -0.1 0.1
```
Forces are in eV/Å.

Output
HOMO = -9.42 eV
E = -9877.2794 eV
ΔE to the lowest compared entry with this formula, charge and spin = 268.35 kJ/mol


E of number 4 (C4H9NO2)? -9877.2794 eV


Please write out number 2 again, unchanged.
Density functional theory data (ωB97M-V/def2-TZVPD) for a molecular structure, C7H13N in a non-equilibrium geometry.

Geometry as XYZ:
```
21
Properties=species:S:1:pos:R:3:forces:R:3
C 0.06020 -0.42507 0.10317 0.2 3.9 5.3
C -0.15991 1.11911 1.41537 1.0 -2.7 -1.1
C 1.54428 -0.61570 -0.08898 -0.2 -0.1 0.0
C -0.02516 0.47275 2.76988 0.0 0.3 0.3
C -0.68352 0.18376 -0.88397 -0.2 -4.0 -5.3
C -0.71290 -1.49586 -2.06959 -1.1 2.8 0.3
C -1.13777 1.24249 -1.50164 -0.3 0.1 0.2
N -0.12293 -1.70137 -3.15632 0.6 -0.3 0.4
H -0.44471 -1.22766 0.63666 0.0 -0.1 -0.1
H 0.63830 -1.04298 -3.34806 -0.4 0.2 0.0
H -1.53548 -2.17207 -1.79757 0.2 0.0 0.3
H -1.11256 1.62676 1.28420 0.0 -0.3 -0.3
H 0.66804 1.77263 1.15119 0.0 0.0 0.0
H 1.98065 0.21688 -0.63797 0.0 0.0 0.0
H 1.72851 -1.54113 -0.63618 0.1 0.0 -0.1
H 2.04113 -0.68821 0.87843 0.0 -0.1 0.0
H -1.21769 2.20211 -1.01179 0.2 0.2 0.1
H -1.53074 1.16125 -2.50696 0.0 0.0 0.1
H -0.85881 -0.20512 2.96647 0.0 0.0 0.0
H 0.90137 -0.09854 2.85777 0.0 0.0 0.0
H -0.02028 1.21596 3.57589 0.0 -0.1 0.0
```
Forces are in eV/Å.

Output
HOMO = -7.41 eV
E = -8954.8435 eV
ΔE to the lowest compared entry with this formula, charge and spin = 491.04 kJ/mol